Below is a structure of composition C27H30N2O5 at a distorted geometry, with properties calculated with ωB97M-V with the def2-TZVPD basis set.

Results
- ΔE to the lowest compared entry with this formula, charge and spin: 584.3 kcal per mole
- Max |F|: 19.6 eV Å⁻¹
- Orbital gap: 7.8 eV
- E: -41679.4768 eV
- LUMO: -0.36 eV
- HOMO: -8.2 eV

Geometry as ORCA input:
```
! wB97M-V def2-TZVPD RIJCOSX def2/J DEFGRID3
* xyz 0 1
C 0.87 -3.46 3.35
C 1.54 -2.92 1.99
H 1.30 -3.66 1.11
H 2.67 -2.91 2.09
O 1.18 -1.77 1.77
C 1.45 -1.31 0.59
C 0.76 0.07 0.51
C 1.41 1.03 1.41
C 0.46 0.94 2.63
C 0.77 2.12 3.74
O 0.55 3.29 3.00
H -0.20 3.39 2.76
H 1.96 2.01 4.13
H 0.05 1.98 4.53
H -0.53 1.15 2.33
H 0.32 -0.05 3.23
H 1.32 2.14 1.28
H 2.26 0.77 1.86
H -0.20 0.11 0.20
C 1.16 0.69 -1.05
C 0.61 1.93 -1.33
C 0.82 3.12 -1.24
N -0.10 4.15 -1.55
C -0.08 5.49 -1.40
O -0.68 6.25 -1.89
C 1.46 6.16 -1.10
H 1.82 5.77 0.09
H 2.18 5.77 -1.96
H 1.33 7.09 -0.99
C -1.23 3.49 -1.68
C -2.44 3.89 -2.17
C -3.29 2.91 -2.28
C -3.17 1.60 -2.22
C -1.80 1.13 -1.76
C -0.85 2.06 -1.58
H -1.74 0.10 -2.01
H -3.76 0.88 -2.44
H -4.68 3.25 -2.44
H -2.70 4.92 -2.14
H 1.86 3.43 -1.06
C 0.90 -0.22 -1.99
C 0.68 -1.75 -1.78
O 1.13 -2.23 -0.52
C 0.66 -2.64 -2.73
O 1.02 -2.54 -4.11
N 0.06 -3.60 -2.46
C -0.61 -3.98 -1.19
C -0.44 -5.20 -0.61
C -1.01 -5.66 0.32
C -1.93 -4.88 1.06
C -2.01 -3.46 0.47
C -1.40 -3.14 -0.72
H -1.52 -2.01 -1.21
H -2.73 -2.68 1.14
H -2.44 -4.87 2.11
H -1.17 -6.62 0.84
H 0.26 -6.09 -1.21
H 0.00 -4.57 -3.18
H 0.83 0.03 -3.21
H 2.08 1.11 -0.92
H 2.68 -1.13 0.55
H 1.27 -4.43 3.65
H 1.24 -2.73 4.07
H -0.22 -3.73 3.32
*
```

Below is a structure of composition C27H30N2ORuS2 at a distorted geometry, with properties calculated with ωB97M-V with the def2-TZVPD basis set.

Results
- ΔE to the lowest compared entry with this formula, charge and spin: 0.0 kcal per mole
- Max |F|: 1.1 eV Å⁻¹
- ⟨S²⟩: 0.756
- Orbital gap (spin up / spin down): 8.2 / 7.4 eV
- E: -57760.0341 eV
- LUMO (spin up / spin down): -2.13 / -2.90 eV
- HOMO (spin up / spin down): -10.3 / -10.3 eV

Geometry as ORCA input:
```
! wB97M-V def2-TZVPD RIJCOSX def2/J DEFGRID3
* xyz 1 2
Ru -1.29 0.15 0.05
C -0.76 2.01 1.17
C -1.66 1.27 1.95
C -2.83 1.02 1.18
C -2.70 1.75 -0.09
C -1.38 2.29 -0.12
C -0.79 3.14 -1.21
C -3.79 1.89 -1.10
C -4.07 0.36 1.69
C -1.47 0.77 3.34
C 0.58 2.53 1.59
H 0.15 2.74 -1.58
H -0.60 4.15 -0.84
H -1.47 3.21 -2.05
H -4.06 0.93 -1.52
H -3.50 2.56 -1.90
H -4.67 2.32 -0.62
H -4.64 1.04 2.32
H -3.83 -0.53 2.28
H -4.71 0.05 0.86
H -1.54 -0.32 3.37
H -2.25 1.18 3.99
H -0.51 1.07 3.75
H 1.26 2.62 0.74
H 1.05 1.89 2.34
H 0.45 3.53 2.01
O -2.65 -0.88 -1.06
N -2.99 -2.13 -0.65
C -4.09 -2.66 -1.23
C -4.49 -3.93 -0.93
C -3.74 -4.67 -0.01
C -2.64 -4.11 0.58
C -2.24 -2.81 0.26
S -0.81 -2.06 0.90
H -4.58 -2.01 -1.93
H -5.37 -4.34 -1.41
H -4.04 -5.68 0.24
H -2.04 -4.65 1.29
N 0.78 0.21 -0.66
S 1.95 -0.86 -0.44
C 3.08 -0.11 0.72
C 3.96 0.89 0.36
C 4.70 1.53 1.35
C 4.55 1.15 2.68
C 3.67 0.14 3.03
C 2.92 -0.50 2.05
C 2.94 -0.90 -1.93
C 4.17 -1.53 -1.91
C 4.91 -1.60 -3.08
C 4.40 -1.05 -4.25
C 3.16 -0.44 -4.26
C 2.41 -0.36 -3.09
H 1.16 1.11 -0.94
H 4.08 1.17 -0.68
H 5.39 2.32 1.08
H 5.13 1.65 3.44
H 3.56 -0.15 4.06
H 2.23 -1.29 2.30
H 4.56 -1.95 -0.99
H 5.87 -2.08 -3.07
H 4.98 -1.11 -5.16
H 2.77 -0.02 -5.18
H 1.43 0.10 -3.08
*
```

Below is a structure of composition C27H30NOOs at a distorted geometry, with properties calculated with ωB97M-V with the def2-TZVPD basis set.

Results
- Max |F|: 4.7 eV Å⁻¹
- ⟨S²⟩: 6.050
- Orbital gap (spin up / spin down): 3.0 / 5.2 eV
- E: -34482.0274 eV
- LUMO (spin up / spin down): 2.46 / 1.44 eV
- HOMO (spin up / spin down): -0.6 / -3.7 eV

Geometry as ORCA input:
```
! wB97M-V def2-TZVPD RIJCOSX def2/J DEFGRID3
* xyz -1 5
Os 0.09 0.54 0.29
C 1.99 0.40 1.50
C 2.25 -0.44 0.39
C 2.03 0.31 -0.81
H 2.54 -1.47 0.44
C 1.74 1.66 -0.43
C 1.69 1.72 1.00
H 1.49 2.58 1.61
H 2.05 0.12 2.55
H 2.12 -0.09 -1.82
H 1.56 2.48 -1.12
C -1.95 0.30 1.02
C -1.40 1.57 1.37
C -1.09 2.26 0.17
H -1.23 1.92 2.38
C -1.43 1.44 -0.93
C -1.96 0.21 -0.41
H -2.28 -0.65 -0.98
H -2.26 -0.47 1.69
H -0.64 3.25 0.09
H -1.31 1.66 -1.98
O 0.78 -2.69 -0.18
C -0.39 -0.62 -4.63
C 0.21 -1.82 -4.62
C 0.46 0.62 -4.56
C -1.90 -0.54 -4.56
C 0.58 -2.66 -1.40
H 1.34 -1.90 -4.59
H -0.36 -2.78 -4.59
H -0.40 -3.06 -1.80
H 1.44 -2.27 -2.04
H 0.46 1.10 -5.54
H 1.51 0.38 -4.29
H 0.14 1.33 -3.79
H -2.28 -0.42 -5.56
H -2.21 0.28 -3.93
H -2.34 -1.44 -4.11
C -0.80 -1.03 6.52
C -0.39 0.02 5.67
C -0.18 -0.23 4.32
C -0.38 -1.55 3.80
C -0.81 -2.58 4.68
C -1.02 -2.32 6.03
N -0.11 -1.83 2.50
C -0.40 -3.08 2.01
C 0.69 -3.89 1.49
C 0.44 -5.12 0.87
C -0.88 -5.54 0.69
C -1.95 -4.74 1.13
C -1.71 -3.55 1.80
H -0.97 -0.86 7.58
H -0.22 1.02 6.06
H 0.16 0.55 3.62
H -0.95 -3.57 4.27
H -1.35 -3.18 6.63
H 1.71 -3.60 1.80
H 1.28 -5.67 0.43
H -1.08 -6.46 0.13
H -2.97 -5.00 0.85
H -2.53 -2.86 2.04
*
```